1.
A molecular structure, C15H11FMgNO4Se4, computed with the ωB97M-V functional and the def2-TZVPD basis.

Summary:
- Calculated total energy: -10839.915191 a.u.
- F_max: 0.7 eV/Å
- Gap between HOMO and LUMO: 5.704 eV
- LUMO energy: 1.888 eV
- Net charge: -1

Each line ends with the natural charge from an NBO analysis.
CARTESIAN COORDINATES (ANGSTROEM)
Mg: 0.143 -0.413 -0.144  1.63
C: 5.149 -1.447 5.230  -0.62
C: 4.046 -0.515 5.716  -0.02
C: 3.445 -1.032 7.016  -0.40
C: 2.370 -0.083 7.513  -0.42
C: 1.320 0.092 6.453  -0.04
C: 0.014 0.374 6.782  -0.24
C: -0.941 0.533 5.784  0.38
F: -2.207 0.804 6.163  -0.33
C: -0.631 0.422 4.461  -0.22
C: 0.694 0.136 4.102  -0.15
C: 1.022 0.038 2.673  0.52
O: 0.122 0.251 1.835  -0.75
C: 2.381 -0.263 2.372  -0.30
C: 3.263 -0.418 3.396  0.13
N: 2.972 -0.349 4.711  -0.37
C: 1.670 -0.044 5.093  0.23
C: 2.953 -0.432 0.963  0.79
O: 4.174 -0.329 0.855  -0.70
O: 2.118 -0.707 0.051  -0.86
H: 5.789 -1.697 6.077  0.22
H: 5.779 -1.000 4.465  0.23
H: 4.727 -2.372 4.834  0.23
H: 4.472 0.478 5.904  0.19
H: 4.244 -1.137 7.751  0.22
H: 3.023 -2.026 6.841  0.21
H: 2.825 0.886 7.746  0.21
H: 1.913 -0.447 8.435  0.22
H: -0.285 0.472 7.818  0.22
H: -1.372 0.540 3.683  0.27
H: 4.289 -0.607 3.117  0.25
Se: -0.017 0.085 -2.686  -0.72
Se: -2.164 -0.841 -2.977  -0.10
Se: -1.895 -2.912 -1.966  -0.08
Se: -1.586 -2.262 0.268  -0.77
O: -2.090 2.298 -0.306  -0.50
C: -1.012 1.961 -0.284  0.47

=====

2.
A molecular structure, C15H11N2O2SSe4W in a non-equilibrium geometry, computed with the ωB97M-V functional and the def2-TZVPD basis.

Summary:
- Calculated total energy: -10909.059912 a.u.
- ΔE to the lowest compared entry with this formula, charge and spin: 29.5 kJ/mol
- F_max: 2.3 eV/Å
- Gap between HOMO and LUMO (spin up / spin down): 6.537 / 6.537 eV
- LUMO energy (spin up / spin down): -4.752 / -4.752 eV
- Net charge: +1

Each line ends with the natural charge from an NBO analysis.
CARTESIAN COORDINATES (ANGSTROEM)
W: 0.944 -2.118 0.722  0.62
Se: 2.350 -0.958 2.047  0.10
Se: 1.171 -4.163 2.421  0.02
Se: 2.531 -4.085 0.591  0.32
Se: 0.770 -4.124 -0.824  -0.10
O: -2.738 -1.244 0.199  -0.86
S: -1.583 -0.894 0.946  2.31
O: -0.917 -1.990 1.754  -0.88
N: -0.260 -0.598 0.079  -0.92
C: -0.083 0.041 -1.152  0.12
C: -0.928 0.915 -1.772  -0.20
C: -0.544 1.491 -3.004  -0.17
C: 0.663 1.205 -3.575  -0.17
C: 1.555 0.304 -2.943  -0.09
C: 2.829 -0.030 -3.449  -0.08
C: 3.626 -0.893 -2.749  -0.25
C: 3.152 -1.458 -1.559  0.11
N: 1.958 -1.196 -1.065  -0.48
C: 1.164 -0.294 -1.735  0.21
C: -1.937 0.431 2.017  -0.32
C: -3.233 0.931 2.029  -0.18
C: -3.522 1.983 2.883  -0.20
C: -2.529 2.513 3.694  -0.15
C: -1.236 2.000 3.667  -0.19
C: -0.928 0.950 2.823  -0.19
H: -1.883 1.167 -1.330  0.24
H: -1.223 2.176 -3.491  0.24
H: 0.954 1.661 -4.512  0.23
H: 3.166 0.408 -4.379  0.24
H: 4.614 -1.159 -3.095  0.25
H: 3.776 -2.141 -0.999  0.22
H: -3.991 0.497 1.392  0.25
H: -4.525 2.386 2.916  0.24
H: -2.763 3.334 4.359  0.24
H: -0.470 2.419 4.305  0.24
H: 0.070 0.536 2.790  0.24

=====

3.
C15H11N3O2S in the gas phase in a non-equilibrium geometry, computed with the ωB97M-V functional and the def2-TZVPD basis.

Summary:
- Calculated total energy: -1291.108055 a.u.
- SMILES: CC(=O)Oc1csc2nc(C)n3c4ccccc4nc3c12
- ΔE to the lowest compared entry with this formula, charge and spin: 202.5 kJ/mol
- F_max: 5.0 eV/Å
- Gap between HOMO and LUMO: 8.189 eV
- LUMO energy: -0.039 eV

Each line ends with the natural charge from an NBO analysis.
CARTESIAN COORDINATES (ANGSTROEM)
C: 1.032 -3.188 -2.143  -0.71
C: 1.359 -3.253 -0.649  0.82
O: 2.499 -3.157 -0.201  -0.57
O: 0.190 -3.372 0.101  -0.51
C: 0.255 -2.807 1.335  0.30
C: 0.339 -3.411 2.572  -0.46
S: 0.484 -2.118 3.712  0.51
C: 0.559 -0.863 2.633  -0.03
N: 0.552 0.451 3.043  -0.45
C: 0.289 1.367 2.073  0.48
C: 0.036 2.747 2.680  -0.66
N: 0.096 1.004 0.712  -0.38
C: -0.419 1.661 -0.450  0.09
C: -0.935 2.966 -0.757  -0.21
C: -1.486 3.374 -2.005  -0.24
C: -1.614 2.364 -2.968  -0.19
C: -1.008 1.021 -2.733  -0.22
C: -0.591 0.679 -1.450  0.11
N: -0.094 -0.539 -0.973  -0.48
C: 0.137 -0.333 0.305  0.43
C: 0.340 -1.337 1.349  -0.20
H: 1.539 -3.975 -2.678  0.23
H: 1.390 -2.248 -2.581  0.26
H: -0.035 -3.257 -2.289  0.24
H: 0.348 -4.494 2.713  0.27
H: 0.294 3.551 2.063  0.22
H: 0.592 2.867 3.593  0.25
H: -0.985 2.987 2.861  0.24
H: -0.695 3.869 -0.116  0.21
H: -1.696 4.375 -2.127  0.22
H: -2.002 2.658 -3.977  0.22
H: -0.771 0.412 -3.647  0.23